(1)
Computed, not measured: a molecular structure, C15H33HgN4O2 at a distorted geometry, with the ωB97M-V functional and the def2-TZVPD basis.

Values from the calculation:
- max |F| (eV/A) = 6.6
- DFT total energy (hartree) = -1113.84430
- HOMO-LUMO gap (Ha) = 0.125
- charge = +1

Geometry as XYZ:
```
55
C15H33HgN4O2 the ωB97M-V functional and the def2-TZVPD basis
C 0.72 -1.54 2.05
C 2.16 -2.03 1.80
C 3.02 -1.10 0.94
C 2.99 0.39 1.34
C 3.29 1.28 0.12
C 2.81 2.74 0.21
C 1.38 2.92 0.72
C 0.37 1.98 0.04
C 0.05 2.50 -1.37
C -0.60 1.49 -2.33
C -0.04 0.07 -2.25
N -0.55 -0.73 -1.12
C -1.51 -1.72 -1.46
C -2.29 -2.10 -0.21
C -3.01 -0.84 0.50
N -3.16 0.33 -0.36
N -2.33 -0.39 1.67
N -4.33 -1.32 0.89
C -0.78 -3.05 -1.85
O -0.74 -3.36 -3.05
O -0.31 -3.72 -0.93
H 0.00 -2.36 2.02
H 0.45 -0.80 1.29
H 0.68 -1.06 3.02
H 2.61 -2.28 2.75
H 2.08 -2.97 1.26
H 2.73 -1.23 -0.11
H 4.05 -1.43 1.05
H 3.81 0.53 2.04
H 2.08 0.66 1.88
H 2.98 0.79 -0.80
H 4.38 1.33 0.05
H 3.52 3.32 0.78
H 2.85 3.15 -0.80
H 1.07 3.94 0.51
H 1.35 2.74 1.79
H 0.76 0.97 0.06
H -0.55 2.04 0.63
H -0.68 3.31 -1.24
H 0.90 2.98 -1.85
H -1.68 1.50 -2.27
H -0.38 1.84 -3.34
H -0.36 -0.44 -3.17
H 1.04 0.12 -2.26
H 0.25 -1.27 -0.77
H -2.18 -1.37 -2.25
H -1.57 -2.47 0.51
H -3.00 -2.90 -0.37
H -3.41 0.10 -1.32
H -2.36 0.96 -0.32
H -1.95 -1.17 2.19
H -1.53 0.19 1.42
H -4.54 -0.96 1.82
H -4.98 -0.84 0.28
Hg -5.53 1.29 0.18
```

---

(2)
Computed, not measured: 2 unconnected molecules or ions with the total composition C15H33N3O2 at a distorted geometry, with the ωB97M-V functional and the def2-TZVPD basis.

Values from the calculation:
- max |F| (eV/A) = 8.2
- DFT total energy (hartree) = -905.69728
- HOMO-LUMO gap (Ha) = 0.138
- charge = 0

Geometry as XYZ:
```
53
C15H33N3O2 the ωB97M-V functional and the def2-TZVPD basis
C -4.89 1.15 -1.47
C -3.85 2.09 -2.38
O -3.94 3.42 -2.13
N -2.92 1.51 -3.43
C -2.28 0.20 -3.00
C -1.92 2.51 -3.95
C -0.83 3.05 -2.85
C 0.60 2.25 -2.83
C 1.07 1.99 -1.27
C 0.49 0.56 -0.65
C 1.14 -0.70 -1.49
N 0.77 -2.06 -0.95
C -0.23 -1.99 0.21
C -0.38 -3.56 0.75
C 0.27 -0.94 1.36
N 0.85 0.36 0.82
H -5.14 1.63 -0.43
H -4.48 0.07 -1.28
H -5.90 1.07 -2.08
H -2.87 -0.66 -3.59
H -2.38 -0.05 -1.86
H -1.16 0.08 -3.30
H -2.54 3.37 -4.49
H -1.32 1.98 -4.84
H -0.58 4.18 -3.17
H -1.28 3.15 -1.75
H 0.64 1.29 -3.51
H 1.43 2.99 -3.29
H 0.58 2.84 -0.59
H 2.23 2.07 -1.10
H -0.67 0.64 -0.70
H 0.84 -0.70 -2.65
H 2.31 -0.60 -1.44
H 0.28 -2.60 -1.71
H 1.66 -2.55 -0.62
H -1.28 -1.63 -0.16
H -1.20 -3.70 1.57
H -0.67 -4.20 -0.22
H 0.70 -3.92 1.09
H 1.10 -1.50 2.00
H -0.64 -0.75 2.12
H 0.27 1.11 1.31
C 3.36 -2.17 6.11
C 3.44 -1.55 4.71
C 3.12 -0.04 4.81
O 2.50 -2.11 3.96
H 2.37 -2.06 6.57
H 3.59 -3.25 6.09
H 4.08 -1.70 6.78
H 4.49 -1.62 4.41
H 2.12 0.15 5.21
H 3.19 0.44 3.82
H 3.85 0.45 5.46
```

---

(3)
Computed, not measured: 3 unconnected molecules or ions with the total composition C15H33N4O2 at a distorted geometry, with the ωB97M-V functional and the def2-TZVPD basis.

Values from the calculation:
- max |F| (eV/A) = 5.1
- DFT total energy (hartree) = -960.37724
- HOMO-LUMO gap (Ha) = 0.286
- charge = +1

Geometry as XYZ:
```
54
C15H33N4O2 the ωB97M-V functional and the def2-TZVPD basis
C 1.45 -0.57 0.87
C 0.39 -0.55 -0.18
C -0.51 0.74 -0.64
C 0.24 2.20 -0.50
C 0.19 2.86 1.00
C 1.67 3.61 1.07
N 2.59 3.32 -0.12
C 3.80 2.65 0.57
N 4.96 2.43 -0.42
C 5.22 0.92 -0.36
C 1.77 2.40 -1.04
H 2.07 -1.58 0.99
H 1.69 0.29 1.62
H 0.15 -1.58 -0.72
H -0.83 0.59 -1.77
H -1.51 0.81 -0.01
H -0.38 2.86 -1.28
H 0.11 1.90 1.69
H -0.66 3.65 1.14
H 1.57 4.74 1.42
H 2.13 3.10 2.05
H 2.80 4.29 -0.49
H 3.40 1.62 1.01
H 4.20 3.37 1.41
H 4.65 2.69 -1.40
H 4.35 0.29 -0.88
H 5.33 0.59 0.77
H 6.22 0.68 -0.95
H 1.70 3.08 -2.02
H 2.41 1.49 -1.38
C -3.64 -0.55 -1.88
O -3.27 -1.36 -1.04
N -4.88 0.05 -1.91
C -5.24 1.00 -2.94
C -5.85 -0.27 -0.89
H -2.98 -0.23 -2.70
H -5.50 1.96 -2.47
H -6.11 0.62 -3.49
H -4.42 1.16 -3.65
H -5.44 -0.02 0.09
H -6.05 -1.35 -0.92
H -6.78 0.28 -1.05
C 0.37 -4.65 3.23
O -0.22 -4.18 4.19
N -0.03 -4.54 1.92
C 0.73 -5.13 0.83
C -1.24 -3.80 1.61
H 1.30 -5.23 3.35
H 1.04 -4.34 0.15
H 0.08 -5.84 0.30
H 1.61 -5.65 1.21
H -1.13 -2.77 1.97
H -2.08 -4.27 2.12
H -1.42 -3.79 0.53
```

---

(4)
Computed, not measured: 3 unconnected molecules or ions with the total composition C15H33N4O8, with the ωB97M-V functional and the def2-TZVPD basis.

Values from the calculation:
- max |F| (eV/A) = 0.6
- DFT total energy (hartree) = -1411.85295
- HOMO-LUMO gap (Ha) = 0.306
- charge = +1

Geometry as XYZ:
```
60
C15H33N4O8 the ωB97M-V functional and the def2-TZVPD basis
C -4.70 0.63 -0.96
C -4.85 0.01 -2.34
O -3.89 -0.99 -2.64
C -2.55 -0.55 -2.65
C -1.83 -1.08 -1.43
O -0.43 -0.82 -1.61
C 0.36 -1.14 -0.51
C 0.44 0.05 0.45
C 1.72 0.25 1.29
C 2.50 1.50 0.92
C 3.11 1.56 -0.48
C 3.84 2.89 -0.71
C 5.33 2.90 -1.03
O 5.95 3.92 -1.07
O 5.96 1.71 -1.26
N 2.68 -0.94 1.27
C 2.59 -1.98 0.17
C 1.73 -1.58 -1.02
N 1.70 -2.76 -1.87
H -3.95 1.42 -0.94
H -5.64 1.07 -0.64
H -4.43 -0.13 -0.22
H -4.82 0.78 -3.12
H -5.82 -0.49 -2.42
H -2.49 0.55 -2.69
H -2.06 -0.94 -3.54
H -2.01 -2.16 -1.36
H -2.19 -0.61 -0.51
H -0.06 -2.01 0.03
H -0.42 0.04 1.12
H 0.33 0.94 -0.18
H 1.45 0.35 2.33
H 3.30 1.65 1.67
H 1.82 2.34 1.05
H 3.79 0.71 -0.62
H 2.31 1.46 -1.22
H 3.37 3.46 -1.51
H 3.75 3.52 0.18
H 5.35 1.07 -1.66
H 3.62 -0.55 1.26
H 2.60 -1.45 2.16
H 3.60 -2.24 -0.14
H 2.14 -2.86 0.61
H 2.18 -0.78 -1.60
H 1.01 -3.43 -1.55
H 1.47 -2.51 -2.82
C -6.82 4.46 1.61
N -5.73 3.57 1.11
O -5.55 2.52 1.68
O -5.10 3.97 0.15
H -7.29 3.97 2.46
H -6.36 5.40 1.89
H -7.51 4.61 0.79
C 2.80 -4.96 3.10
N 1.80 -3.86 3.23
O 0.63 -4.13 3.14
O 2.23 -2.73 3.44
H 2.26 -5.89 2.93
H 3.45 -4.71 2.27
H 3.36 -4.99 4.03
```

---

(5)
Computed, not measured: 5 unconnected molecules or ions with the total composition C15H33NO20S5, with the ωB97M-V functional and the def2-TZVPD basis.

Values from the calculation:
- max |F| (eV/A) = 0.8
- DFT total energy (hartree) = -4141.66048
- HOMO-LUMO gap (Ha) = 0.365
- charge = 0

Geometry as XYZ:
```
74
C15H33NO20S5 the ωB97M-V functional and the def2-TZVPD basis
C -3.47 1.23 -0.37
C -2.02 0.75 -0.21
C -1.39 0.31 -1.55
N -0.21 1.08 -1.98
O 1.02 0.31 -2.01
S 2.08 0.63 -0.77
O 3.39 0.60 -1.39
O 2.02 -0.77 0.00
C 0.73 -1.38 0.24
C 0.91 -2.63 1.09
C -0.44 -3.36 1.18
C -0.73 -4.20 -0.07
O -1.28 -3.31 -1.04
H -3.82 1.72 0.54
H -3.56 1.96 -1.19
H -4.14 0.40 -0.59
H -2.01 -0.09 0.50
H -1.43 1.56 0.23
H -1.10 -0.75 -1.54
H -2.14 0.42 -2.35
H -0.04 1.87 -1.36
H 0.08 -0.67 0.76
H 0.29 -1.64 -0.72
H 1.65 -3.28 0.58
H 1.30 -2.38 2.08
H -0.52 -3.96 2.09
H -1.24 -2.61 1.24
H -1.40 -5.04 0.14
H 0.21 -4.62 -0.46
H -1.14 -3.68 -1.92
C -2.12 2.93 4.38
C -1.13 2.23 5.29
O -1.47 0.84 5.15
S -1.95 0.55 3.66
O -0.85 0.04 2.92
O -3.17 -0.17 3.70
O -2.20 2.05 3.23
H -3.11 3.01 4.83
H -1.79 3.91 4.04
H -1.23 2.51 6.33
H -0.10 2.38 4.96
C 3.73 0.33 6.24
C 2.31 -0.16 6.49
O 1.96 0.48 7.73
S 2.63 1.92 7.82
O 1.71 2.92 7.40
O 3.28 2.03 9.08
O 3.69 1.71 6.65
H 4.46 -0.20 6.85
H 4.02 0.30 5.19
H 2.24 -1.23 6.63
H 1.62 0.17 5.70
C 0.45 2.10 -5.59
C -0.92 1.82 -6.18
O -1.59 3.08 -6.05
S -0.57 4.28 -6.25
O -0.60 4.75 -7.59
O -0.74 5.19 -5.17
O 0.76 3.42 -6.06
H 0.43 2.10 -4.50
H 1.23 1.43 -5.95
H -1.48 1.08 -5.63
H -0.86 1.55 -7.24
C 2.02 -2.31 -4.55
C 0.85 -1.47 -4.06
O -0.29 -2.10 -4.69
S -0.07 -3.67 -4.77
O -0.67 -4.30 -3.65
O -0.37 -4.11 -6.08
O 1.50 -3.65 -4.50
H 2.30 -2.07 -5.57
H 2.88 -2.26 -3.89
H 0.89 -0.44 -4.41
H 0.73 -1.50 -2.98
```

---

(6)
Computed, not measured: 3 unconnected molecules or ions with the total composition C15H34BN4O13S at a distorted geometry, with the ωB97M-V functional and the def2-TZVPD basis.

Values from the calculation:
- max |F| (eV/A) = 1.2
- DFT total energy (hartree) = -2212.01422
- HOMO-LUMO gap (Ha) = 0.322
- charge = +1

Geometry as XYZ:
```
68
C15H34BN4O13S the ωB97M-V functional and the def2-TZVPD basis
C 3.34 0.18 2.82
O 3.93 -0.23 1.59
C 3.10 -0.16 0.49
N 2.08 -1.23 0.53
C 2.59 -2.63 0.26
N 2.98 -3.35 1.43
C 0.83 -1.03 0.82
N -0.04 -2.11 0.95
C -0.88 -1.81 2.13
C -1.64 -3.06 2.60
S -3.43 -3.01 2.55
O -3.88 -1.89 3.30
O -3.85 -4.34 2.87
O -1.74 -0.75 1.83
C -1.16 0.36 1.20
O -1.45 1.50 1.87
B -0.75 1.77 3.07
O 0.02 2.89 3.19
O -0.90 0.92 4.11
N 0.34 0.22 1.11
H 4.14 0.32 3.53
H 2.65 -0.58 3.20
H 2.78 1.11 2.69
H 2.64 0.82 0.41
H 3.71 -0.33 -0.39
H 3.46 -2.48 -0.37
H 1.81 -3.17 -0.28
H 2.43 -3.12 2.25
H 3.95 -3.16 1.67
H -0.63 -2.17 0.12
H -0.18 -1.51 2.92
H -1.45 -3.23 3.66
H -1.28 -3.93 2.06
H -3.67 -2.81 1.23
H -1.58 0.46 0.19
H 0.30 3.23 2.33
H -0.42 1.22 4.90
H 0.66 0.90 0.44
C -4.78 3.03 2.27
C -4.47 4.15 1.30
O -4.61 3.72 -0.07
C -5.87 3.65 -0.51
O -6.85 3.93 0.11
O -5.84 3.21 -1.77
C -7.13 3.03 -2.37
H -4.17 2.15 2.04
H -4.57 3.35 3.29
H -5.83 2.74 2.21
H -3.42 4.44 1.38
H -5.08 5.02 1.48
H -7.71 3.95 -2.29
H -7.67 2.22 -1.88
H -6.95 2.79 -3.41
C 2.64 -1.86 -6.04
C 2.58 -1.04 -4.78
O 3.70 -1.28 -3.91
C 4.85 -0.69 -4.29
O 4.99 0.02 -5.24
O 5.79 -1.04 -3.41
C 7.10 -0.53 -3.73
H 2.74 -2.92 -5.81
H 1.73 -1.71 -6.63
H 3.49 -1.57 -6.65
H 1.71 -1.32 -4.18
H 2.51 0.03 -4.99
H 7.07 0.55 -3.86
H 7.48 -1.01 -4.63
H 7.73 -0.79 -2.88
```